Arrangement a

9
Properties=species:S:1:pos:R:3:nbo_charge:R:1 method="wB97M-V/def2-TZVPD" multiplicity=1 total_charge=0 smiles="O=CC(=O)C(Cl)Cl" orbital_gap_ev=9.42 lumo_energy_ev=-0.727
O 1.21743 -0.84256 0.23661 -0.49
C 0.53683 -1.75490 0.52331 0.34
C -0.95922 -1.73495 -0.05573 0.48
O -1.55133 -2.67220 -0.54482 -0.44
C -1.32714 -0.26952 0.26224 -0.28
Cl -2.83890 0.21185 -0.61105 0.00
Cl -1.44928 -0.19765 2.07909 -0.01
H 0.98894 -2.73513 1.00553 0.15
H -0.57105 0.41646 0.07966 0.25

=====

Arrangement b

9
Properties=species:S:1:pos:R:3:nbo_charge:R:1 method="wB97M-V/def2-TZVPD" multiplicity=1 total_charge=0 smiles="O=CC(=O)C(Cl)Cl" orbital_gap_ev=9.30 lumo_energy_ev=-0.431
O 2.49607 0.34946 -0.31791 -0.44
C 1.55704 -0.10294 0.18859 0.34
C 0.24139 0.72652 0.34732 0.52
O 0.09309 1.77237 0.80024 -0.43
C -1.13214 -0.15903 -0.29678 -0.41
Cl -1.26955 -1.72782 0.45847 0.00
Cl -2.48848 0.88866 -0.30011 0.06
H 1.43298 -1.20532 0.48920 0.13
H -0.93041 -0.54191 -1.36902 0.24

=====

Which structure loses on stability? arrangement b does.

=====

Arrangement a

10
Properties=species:S:1:pos:R:3:nbo_charge:R:1 method="wB97M-V/def2-TZVPD" multiplicity=1 total_charge=+1 orbital_gap_ev="8.62 / 8.62" lumo_energy_ev="-5.316 / -5.317"
C -2.02825 1.13059 0.47209 0.00
C -1.05958 0.57287 0.03977 -0.27
C 0.04033 -0.03263 -0.49932 -0.21
N 1.28168 -0.49348 0.37537 -0.69
I 0.78565 0.89267 -2.27037 0.34
H -3.00861 1.57029 0.85318 0.29
H -0.70201 -1.66102 -0.64996 0.22
H 1.53016 0.02935 1.19407 0.45
H 2.07737 -0.57619 -0.15670 0.44
H 1.08326 -1.43245 0.64187 0.45

=====

Arrangement b

10
Properties=species:S:1:pos:R:3:nbo_charge:R:1 method="wB97M-V/def2-TZVPD" multiplicity=1 total_charge=+1 orbital_gap_ev=9.46 lumo_energy_ev=-4.645
C 0.48277 2.25836 -0.13112 -0.01
C 0.07073 1.15122 0.08829 -0.23
C -0.45829 -0.13571 0.34797 -0.26
N 0.31680 -1.22159 -0.33765 -0.71
I -2.56592 -0.38139 -0.03068 0.30
H 0.86263 3.21718 -0.33552 0.26
H -0.21259 -0.45036 1.93784 0.28
H 1.32799 -1.11898 -0.15744 0.46
H 0.17001 -1.16515 -1.36028 0.45
H 0.00586 -2.15358 -0.02141 0.46

=====

Which structure loses on stability? arrangement a does.

=====

Arrangement a

11
Properties=species:S:1:pos:R:3:nbo_charge:R:1 method="wB97M-V/def2-TZVPD" multiplicity=1 total_charge=0 orbital_gap_ev=9.01 lumo_energy_ev=0.740
C 1.11773 -0.16929 -1.49298 -0.39
N 0.38440 0.34629 -0.20496 -0.66
C -0.71361 -0.12196 0.55783 0.19
Cl -1.19148 -1.68602 -0.15219 -0.05
C -1.38385 0.20816 1.71632 -0.35
Cl -1.05823 1.71258 2.47310 -0.01
H 1.61725 -1.18475 -1.46626 0.21
H 0.32948 -0.23836 -2.22596 0.21
H 1.79226 0.70462 -1.67835 0.21
H 1.20550 0.84027 0.28860 0.40
H -2.09946 -0.41155 2.18485 0.24

=====

Arrangement b

11
Properties=species:S:1:pos:R:3:nbo_charge:R:1 method="wB97M-V/def2-TZVPD" multiplicity=1 total_charge=0 smiles="[H]/N=C/[C@@H](Cl)CCl" orbital_gap_ev=11.14 lumo_energy_ev=0.863
H -0.74538 -2.89736 0.18647 0.35
N -0.36991 -2.08045 -0.26342 -0.59
C -0.58206 -1.02721 0.34598 0.12
C -0.50117 0.30829 -0.42586 -0.30
Cl -2.06957 1.05332 -0.06944 -0.03
C 0.60082 1.27449 -0.06292 -0.39
Cl 2.20950 0.52900 -0.48542 -0.07
H -1.00577 -1.06911 1.42528 0.17
H -0.41944 0.22443 -1.60158 0.26
H 0.66787 2.37934 -0.49065 0.25
H 0.69460 1.51412 1.05667 0.23

=====

Which structure loses on stability? arrangement a does.

=====

Arrangement a

27
Properties=species:S:1:pos:R:3:nbo_charge:R:1 method="wB97M-V/def2-TZVPD" multiplicity=1 total_charge=+1 orbital_gap_ev=7.62 lumo_energy_ev=-3.279
C -1.12429 -2.49141 0.36437 0.07
C -2.43646 -0.57646 -0.13824 0.50
C 0.34986 -0.73981 -0.20150 0.29
C 2.76413 -1.42516 0.29376 -0.42
C 1.73330 0.65463 0.89966 -0.44
C 2.09475 0.16709 -1.47474 -0.46
C -3.19864 0.61944 -0.40305 -0.54
C -2.38347 1.89642 -0.10083 -0.04
N -2.09722 -1.71226 0.07848 -0.29
N 1.76276 -0.37753 -0.14830 -0.34
O 0.14809 -1.95399 0.26344 -0.44
O -2.19087 2.05928 1.28240 -0.70
H -1.07401 -3.45466 0.70113 0.21
H 3.58098 -1.55429 -0.44992 0.25
H 3.04633 -1.05861 1.29080 0.23
H 2.11412 -2.28663 0.35323 0.25
H 2.66722 1.11598 1.14030 0.24
H 1.09107 1.57284 0.54282 0.25
H 1.26363 0.29055 1.80676 0.25
H 3.23820 0.42936 -1.50083 0.24
H 2.08437 -0.46734 -2.40530 0.26
H 1.42683 1.00190 -1.86386 0.26
H -3.49447 0.74884 -1.39463 0.25
H -4.01639 0.67726 0.26569 0.26
H -1.36711 2.00782 -0.46593 0.20
H -2.97559 2.77543 -0.39644 0.19
H -3.00713 2.08133 1.66074 0.46

=====

Arrangement b

27
Properties=species:S:1:pos:R:3:nbo_charge:R:1 method="wB97M-V/def2-TZVPD" multiplicity=1 total_charge=+1 orbital_gap_ev=8.48 lumo_energy_ev=-4.411
C -1.13205 1.12722 -1.95757 0.27
C -0.36697 0.86809 -1.04544 -0.23
C -0.01809 -1.97978 -0.10188 0.26
C -2.00530 1.56698 -3.04866 -0.71
C -0.07189 2.18985 1.82108 -0.57
C 1.10852 -0.04081 2.42764 -0.62
C 0.09871 0.68422 1.43910 -0.27
C 0.47802 0.56944 0.00614 0.47
N 0.85200 -2.88063 -0.58520 -0.30
N 1.78096 0.41893 -0.28014 -0.69
O -1.30870 -2.41433 -0.39902 -0.75
O 0.38831 -4.06450 -1.14707 -0.51
H -2.06760 0.87523 -3.78169 0.26
H -3.10821 1.70418 -2.86970 0.28
H -1.39186 2.44179 -3.39566 0.28
H -0.39184 2.17073 2.81790 0.23
H 0.82755 2.67082 1.78206 0.21
H -0.73165 2.61528 1.22039 0.21
H 1.96874 0.59891 2.62522 0.22
H 1.51693 -0.94178 1.95238 0.21
H 0.62145 -0.44416 3.26970 0.25
H -0.92449 0.16312 1.44159 0.24
H 1.81646 -2.70753 -0.52355 0.41
H 2.43760 0.10270 0.40315 0.41
H 2.22336 0.58238 -1.14677 0.42
H -2.02928 -2.03531 0.13607 0.53
H -0.57068 -3.84105 -1.06006 0.49

=====

Which structure loses on stability? arrangement a does.

=====

Arrangement a

8
Properties=species:S:1:pos:R:3:nbo_charge:R:1 method="wB97M-V/def2-TZVPD" multiplicity=1 total_charge=-1 orbital_gap_ev="7.26 / 7.26" lumo_energy_ev="4.540 / 4.540"
C -1.11359 0.66465 -0.94023 -0.16
N -1.56481 -0.17564 -0.21382 0.10
N 1.54992 -0.11885 0.57405 -0.57
O 1.39448 0.26866 -0.78787 -0.73
O -2.37829 -0.86698 0.33618 -0.51
H 1.06781 -1.03907 0.76561 0.29
H 0.02648 0.72936 -1.03180 0.30
H 1.01799 0.53788 1.29788 0.28

=====

Arrangement b

8
Properties=species:S:1:pos:R:3:nbo_charge:R:1 method="wB97M-V/def2-TZVPD" multiplicity=1 total_charge=-1 orbital_gap_ev=7.33 lumo_energy_ev=4.095
C -0.23250 0.40590 -1.61875 0.64
N 0.06239 0.15494 1.28975 -0.29
N 0.46907 -0.95336 1.84457 -0.38
O -0.81013 1.39786 -2.03798 -0.78
O 0.61100 -0.36996 -2.06425 -0.78
H 0.97666 0.68833 1.09507 0.32
H -0.72549 0.23093 -0.51885 -0.01
H -0.35101 -1.55463 2.01043 0.29

=====

Which structure loses on stability? arrangement a does.

=====

Arrangement a

43
Properties=species:S:1:pos:R:3:nbo_charge:R:1 method="wB97M-V/def2-TZVPD" multiplicity=1 total_charge=+1 orbital_gap_ev=10.04 lumo_energy_ev=-3.102
O -1.34484 -0.91349 2.25503 -0.84
H -1.12899 -0.91982 1.28803 0.55
O -2.22372 3.12499 -0.15645 -0.94
H -2.84797 3.71985 -0.56545 0.47
H -1.59868 2.93368 -0.83215 0.47
O 2.74404 -3.47298 1.41960 -0.95
H -0.96230 0.16099 2.21892 0.58
H 3.62322 -3.72244 1.10206 0.48
O -0.78324 -1.17211 -3.65183 -0.98
H -0.97749 -0.89002 -4.53451 0.48
H -1.45014 -1.78780 -3.26708 0.50
O 1.04836 0.29446 -2.34757 -0.99
H 1.09560 -0.65466 -2.10469 0.51
H 0.91713 0.38583 -3.28110 0.49
O -3.22108 -2.27111 -1.94829 -0.98
H -3.93911 -2.85983 -2.18875 0.50
H -3.48038 -1.37188 -2.21309 0.49
O 1.98800 3.16480 -2.03035 -0.95
H 1.78760 2.21492 -2.12290 0.49
H 1.58926 3.49116 -2.82441 0.46
O -0.44976 -2.69453 -0.46925 -0.95
H -0.36320 -3.57680 -0.12836 0.47
H -1.30052 -2.88843 -0.88524 0.48
O 5.02484 -0.93521 -1.14094 -0.93
H 4.97703 -1.80079 -0.65067 0.46
H 5.28367 -0.34863 -0.40019 0.47
O 0.33600 3.51598 0.85753 -0.99
H 0.79701 3.82029 0.08945 0.50
H 0.00225 4.16761 1.52363 0.49
O 0.13933 0.65284 1.22943 -0.98
H 2.12906 -3.70297 0.74034 0.48
H 2.82237 -1.35192 1.29231 0.53
O 2.41127 -0.74354 0.68309 -1.04
H 2.75675 -0.08155 0.08688 0.53
H 0.77428 -0.04513 1.04117 0.52
O -3.77994 0.08326 1.85446 -0.97
H -4.42448 -0.09125 2.52031 0.52
H -3.81956 -0.29386 0.96010 0.51
O -0.82404 2.13346 4.92816 -0.95
H -0.07058 1.56772 4.70205 0.47
H -0.80943 2.93710 4.36301 0.48
H -2.35289 -0.77162 2.37849 0.55
H -0.09472 0.99342 0.20923 0.53

=====

Arrangement b

43
Properties=species:S:1:pos:R:3:nbo_charge:R:1 method="wB97M-V/def2-TZVPD" multiplicity=1 total_charge=+1 orbital_gap_ev=10.84 lumo_energy_ev=-2.785
O -1.02015 -0.17955 -0.68181 -0.86
H -1.73415 -0.76938 -0.35191 0.53
O 0.96554 0.08711 -3.52990 -0.96
H 0.23066 0.41308 -3.00081 0.47
H 1.33175 0.85449 -3.97399 0.49
O 1.07726 -1.48985 0.35683 -0.97
H 1.22187 -4.96923 1.66199 0.48
H 0.63433 -2.25828 0.73400 0.51
O -0.53711 1.17412 1.19577 -0.96
H -0.25372 0.51051 1.84178 0.53
H -0.79605 2.06015 1.52433 0.53
O -4.30673 -0.85940 -0.76871 -0.94
H -4.39483 -0.84384 -1.73345 0.47
H -4.72452 -1.72782 -0.66436 0.47
O -0.79316 3.22534 -2.06174 -0.96
H -0.87744 3.26330 -1.10610 0.48
H -0.40713 4.03824 -2.38285 0.48
O 3.67124 -2.12669 -1.69856 -0.95
H 3.22709 -2.66270 -1.05434 0.47
H 3.29677 -2.26743 -2.57101 0.48
O -1.42574 3.65943 1.16419 -0.96
H -0.93156 4.44449 1.38741 0.51
H -2.27732 3.66299 1.60289 0.49
O -0.90341 -0.28339 3.59882 -0.96
H -0.97047 0.25614 4.38041 0.49
H -0.25504 -0.80637 -0.40624 0.55
O 3.29350 0.14214 1.81272 -0.98
H 4.18298 -0.18550 1.94047 0.49
H 3.21902 0.60369 0.97018 0.49
O 0.50154 -4.35812 1.82693 -0.96
H 1.51829 -0.91824 0.99389 0.52
H 0.37664 -2.86889 -1.85976 0.48
O -0.32367 -2.24639 -1.96453 -0.97
H -1.63728 -0.89173 3.65374 0.49
H -0.10502 -1.48122 -2.49738 0.50
O 3.73684 1.99474 -1.15258 -0.99
H 3.10189 2.41589 -1.72503 0.49
H 4.24450 1.25693 -1.39123 0.50
O -3.73900 1.23176 1.68654 -0.92
H -3.54036 2.15312 1.73627 0.44
H -4.69123 1.23884 1.76326 0.48
H -1.19484 0.65291 0.08637 0.55
H 0.64776 -3.99879 2.70717 0.48

=====

Arrangement c

43
Properties=species:S:1:pos:R:3:nbo_charge:R:1 method="wB97M-V/def2-TZVPD" multiplicity=1 total_charge=+1 orbital_gap_ev=10.53 lumo_energy_ev=-2.813
O 0.84749 2.22826 -2.87633 -0.97
H 3.10841 1.81264 0.56351 0.53
O 0.65825 -2.39969 4.75895 -0.93
H 3.08716 -1.81302 -0.34841 0.48
H -0.85711 0.06297 1.78713 0.54
O -3.32059 -1.86623 -1.60557 -0.96
H -4.51743 0.19551 2.93448 0.49
H -3.97144 -2.50485 -1.91544 0.49
O 3.11828 -2.12705 -1.26145 -0.92
H 3.48654 0.39245 -1.74181 0.48
H 2.38201 -2.74895 -1.18546 0.48
O -0.73895 1.36438 -5.30163 -0.94
H -1.32077 0.91547 -4.68864 0.47
H 0.13778 0.98559 -5.19801 0.47
O -0.08876 2.76743 0.72101 -0.92
H -1.88127 0.72960 0.70280 0.51
H -4.28688 -1.32072 2.46240 0.49
O -2.52436 0.96472 -0.58737 -0.89
H -3.36285 1.19155 -0.17618 0.50
H 1.22305 -2.76699 4.06528 0.47
O 2.57596 2.47074 1.02598 -1.00
H 2.89212 3.37198 0.95090 0.49
H -0.53656 1.64544 1.35891 0.52
O 3.98065 1.08652 -1.29751 -0.95
H 0.16365 2.39807 -2.22852 0.48
H 0.57252 2.69947 -3.66839 0.49
O 1.32996 -0.17033 -1.42497 -1.00
H 0.64488 -4.08396 0.65361 0.49
H -3.03236 -2.20543 -0.75768 0.47
O -3.96078 -0.42440 2.48316 -0.98
H -0.48905 3.62831 0.88641 0.51
H 0.52688 0.79692 3.29787 0.47
O 0.64357 -0.15315 3.27596 -0.98
H 3.83861 1.81177 -1.91169 0.48
H 0.38863 -0.53777 4.12883 0.51
O -0.14843 -3.95330 0.15164 -0.98
H -0.04664 -3.03269 4.56964 0.47
H -0.50108 -4.62686 -0.41990 0.50
O -1.31476 0.89694 1.58770 -0.86
H 1.08837 0.26556 -2.22420 0.49
H 0.84055 2.85962 0.80092 0.53
H 2.04185 -0.81996 -1.59243 0.47
H -2.67711 0.01346 -0.75547 0.51

=====

Which structure loses on stability? arrangement a does.